P:
An isolated molecule of C3H5NS. Source: the Open Molecules 2025 dataset; level of theory: ωB97M-V/def2-TZVPD.

Geometry (Å):
C (-1.50788, -0.13813, -0.08761)
C (-0.36259, 0.88562, -0.00489)
C (0.73893, -0.09723, 0.00856)
N (-0.88669, -1.29188, 0.01615)
S (-3.11787, 0.15558, 0.09658)
H (-0.58011, 1.49831, -0.88641)
H (-0.12916, 1.23870, 1.00663)
H (1.33970, -0.31548, -0.82375)
H (1.09903, -0.50638, 0.90997)
H (-1.50168, -2.11525, -0.00010)

Summary:
- Kohn-Sham gap (eV) = 7.331
- 2S+1 = 1
- HOMO (eV) = -8.1297



Q:
An isolated molecule of C3H5NS. Source: the Open Molecules 2025 dataset; level of theory: ωB97M-V/def2-TZVPD.

Geometry (Å):
C (-0.14211, -1.23633, 0.02782)
C (0.81597, -0.35806, 0.05874)
C (1.83990, 0.40024, 0.17257)
N (-1.87216, 1.10905, 0.07627)
S (-1.88637, -0.45661, 0.12063)
H (-0.23103, -2.15924, 0.49762)
H (2.65449, 0.46829, -0.44941)
H (1.84774, 1.08414, 1.08752)
H (-1.52781, 1.58356, 0.88156)
H (-2.47329, -0.65664, -1.28047)

Summary:
- Kohn-Sham gap (eV) = 8.635
- 2S+1 = 1
- HOMO (eV) = -8.1382



R:
An isolated molecule of C3H5NS. Source: the Open Molecules 2025 dataset; level of theory: ωB97M-V/def2-TZVPD.

Geometry (Å):
C (0.23181, 1.63508, 1.13696)
C (0.34128, 0.47816, 0.80783)
C (0.15226, -0.90075, 0.54444)
N (-0.36685, -1.22998, -0.98342)
S (0.20880, -0.43362, -2.31551)
H (0.03910, 2.67540, 1.46162)
H (-0.65544, -1.37158, 1.14405)
H (1.13190, -1.47173, 0.58946)
H (-1.33766, -1.23026, -0.89750)
H (0.31464, 0.86152, -1.75558)

Summary:
- structure (SMILES) = C#CCNS
- Kohn-Sham gap (eV) = 9.515
- 2S+1 = 1
- HOMO (eV) = -8.6921



S:
A structure of composition C3H5NS. Source: the Open Molecules 2025 dataset; level of theory: ωB97M-V/def2-TZVPD.

Geometry (Å):
C (0.19167, 1.01031, 1.01841)
C (0.36335, -0.02981, 0.15753)
C (-0.31333, -1.06654, -0.70049)
N (1.38297, 0.96423, 1.77121)
S (2.06880, -0.39318, 0.99228)
H (-0.73071, 1.50938, 1.34845)
H (-0.09273, -1.03127, -1.87336)
H (0.04922, -1.95933, -0.34710)
H (-1.45719, -1.06001, -0.53928)
H (1.96609, 1.75049, 2.09397)

Summary:
- Kohn-Sham gap (eV) = 8.946
- 2S+1 = 1
- HOMO (eV) = -8.3745



Which one sits at the top of the stability order? S does.



P:
A structure of composition C3H5NS. Source: the Open Molecules 2025 dataset; level of theory: ωB97M-V/def2-TZVPD.

Geometry (Å):
C (0.95244, -0.19100, -0.38873)
C (-0.22931, -1.07912, -0.09795)
C (0.09220, 0.90910, -0.11548)
H (-0.64113, -1.84467, -0.75710)
H (0.19285, -1.45060, 1.05986)
H (-1.69844, 0.41683, 0.54116)
H (0.05128, 1.50718, 0.75764)
H (-0.10906, 1.80024, -0.80084)
N (-1.10938, 0.00973, -0.13804)
S (2.49856, -0.07769, -0.06052)

Summary:
- Kohn-Sham gap (eV) = 8.091
- 2S+1 = 1
- HOMO (eV) = -8.6656



Q:
A cluster of 2 separate species, C3H5NS in total. Source: the Open Molecules 2025 dataset; level of theory: ωB97M-V/def2-TZVPD.

Geometry (Å):
C (0.20902, -0.22396, 0.17202)
C (-0.71915, 0.08948, -2.54346)
C (0.50131, -0.12096, 1.66014)
N (-0.14273, -1.15032, -0.54721)
S (-0.71738, 1.57813, -2.14456)
H (0.33622, 0.88026, -0.07858)
H (-1.09639, -0.78351, -2.96008)
H (1.16555, 0.59034, 1.95608)
H (-0.34528, 0.07328, 2.19900)
H (0.80883, -0.93274, 2.28665)

Summary:
- Kohn-Sham gap (alpha / beta) (eV) = 7.811 / 6.694
- 2S+1 = 1
- HOMO (alpha / beta) (eV) = -8.4442 / -7.6050



R:
An isolated molecule of C3H5NS. Source: the Open Molecules 2025 dataset; level of theory: ωB97M-V/def2-TZVPD.

Geometry (Å):
C (1.40054, 1.07678, 0.10031)
C (0.81489, -0.06567, 0.36075)
C (-0.06745, -1.05963, 0.12977)
N (-1.40794, -0.92817, -0.05415)
S (-2.09758, 0.66506, 0.16038)
H (2.15952, 1.60290, 0.71476)
H (1.26430, 1.35540, -0.99955)
H (0.28805, -2.03711, -0.01752)
H (-1.99738, -1.39845, 0.71530)
H (-2.77030, 0.77776, -1.10625)

Summary:
- structure (SMILES) = C=C=CNS
- Kohn-Sham gap (eV) = 9.293
- 2S+1 = 1
- HOMO (eV) = -8.5529



Which one sits at the top of the stability order? R does.